1.
Molecular formula: C9H14
Method: DFT, ωB97M-V/def2-TZVPD

The geometry in XYZ format:
```
23
Properties=species:S:1:pos:R:3:forces:R:3
C 0.61967 -1.92478 1.34845 -2.12 -1.52 -1.06
C -0.43308 -0.86363 1.29286 0.83 1.76 0.78
C -1.01640 -0.42455 0.11726 -0.72 0.94 1.13
C -1.71498 0.80788 0.16932 -0.79 -1.23 -1.95
C -2.20921 1.40651 1.30517 1.04 -0.32 -0.36
C -1.55715 1.00131 2.46773 0.57 0.02 0.69
C -0.60725 -0.01331 2.42281 -0.26 -0.20 -0.47
H 0.17002 -2.77233 1.85082 0.39 -0.11 1.37
H 1.56443 -1.59714 1.73600 0.39 -0.10 0.07
H 0.62368 -2.46573 0.39418 0.95 0.79 -0.44
H -0.98517 -0.98090 -0.81164 0.25 0.16 0.19
H -1.91465 1.23575 -0.81172 -0.60 -0.06 0.14
H -2.96048 2.17203 1.17076 0.26 0.29 0.51
H -1.59240 1.54038 3.41551 -0.51 -0.01 -0.30
H 0.05626 -0.07090 3.27748 -0.12 -0.54 0.09
C 0.72997 0.20009 -2.48944 0.73 -0.07 -1.21
C 2.24108 0.53050 -2.37543 0.02 0.97 0.55
H 0.54352 -0.32282 -1.57336 -0.58 -0.56 -0.28
H 0.02980 1.03051 -2.53827 0.43 0.59 0.34
H 0.46214 -0.31553 -3.43172 0.31 -0.51 0.75
H 2.33875 1.63025 -2.17079 0.33 -1.11 0.17
H 2.92574 0.29903 -3.18166 -0.48 0.08 -0.84
H 2.68570 -0.10262 -1.58434 -0.33 0.76 0.12
```
Forces are in eV/Å.

## Properties
E_HOMO = -8.88 eV
Total energy = -351.2710 Ha
Total charge = 0
Energy above the lowest of the compared OMol25 structures with the same formula, charge and spin = 37.2 kcal per mole
2S+1 = 1

2.
Molecular formula: C9H14
Method: DFT, ωB97M-V/def2-TZVPD

The geometry in XYZ format:
```
23
Properties=species:S:1:pos:R:3:forces:R:3
C 1.21089 -0.33475 2.04678 0.91 2.16 1.48
C 0.57699 -1.22445 1.03901 -2.61 -1.03 -0.34
C -0.81434 -1.65295 1.22432 1.70 0.07 0.04
C -1.51547 -2.25536 0.21266 0.92 -0.30 -2.82
C -0.88249 -2.56762 -1.07002 1.23 2.81 3.89
C 0.37895 -2.05539 -1.25282 0.50 -0.55 -1.95
C 1.07532 -1.48186 -0.23219 2.72 1.58 1.18
H 1.00544 -0.55563 3.16997 0.94 -0.49 -1.91
H 0.64543 0.65733 2.06248 0.76 -0.94 -0.62
H 2.33152 -0.05422 1.77709 -2.31 -0.83 0.90
H -1.33340 -1.60905 2.18282 0.30 0.68 -0.12
H -2.58785 -2.24746 0.22245 -0.42 -0.85 0.53
H -1.24559 -3.03903 -1.87824 -2.27 -1.55 -2.37
H 0.92404 -1.98632 -2.25777 -1.12 -0.79 1.37
H 2.13570 -1.20331 -0.51452 -1.25 0.07 0.74
C 0.53808 2.90194 -0.54997 -3.71 -0.31 0.09
C -0.91716 2.56851 -1.12243 6.57 -3.75 -1.71
H 0.69554 1.89480 -0.15110 1.12 0.67 0.42
H 1.25101 3.27196 -1.24340 0.57 -0.04 -0.71
H 0.29411 3.67661 0.17034 0.81 -0.14 0.66
H -0.72182 1.80566 -1.95901 -0.84 0.41 1.59
H -1.53436 3.18277 -1.52421 -2.98 5.38 -3.18
H -1.51054 2.30782 -0.35226 -1.54 -2.27 2.85
```
Forces are in eV/Å.

## Properties
E_HOMO = -8.76 eV
Total energy = -351.2292 Ha
Total charge = 0
Energy above the lowest of the compared OMol25 structures with the same formula, charge and spin = 63.4 kcal per mole
2S+1 = 1

3.
Molecular formula: C9H14
Method: DFT, ωB97M-V/def2-TZVPD

The geometry in XYZ format:
```
23
Properties=species:S:1:pos:R:3:forces:R:3
C 0.40698 -1.10818 2.07349 0.80 -0.04 0.02
C 0.97771 -0.31379 0.92797 -0.26 -0.39 -0.87
C 1.08650 -0.93980 -0.31232 1.12 -1.47 -0.41
C 1.56375 -0.34919 -1.46108 0.98 1.76 -0.19
C 1.87586 1.02064 -1.43810 -1.42 -0.11 0.50
C 1.67412 1.67883 -0.23735 -0.12 0.04 0.60
C 1.27096 1.04219 0.93588 0.68 -0.66 -0.18
H 0.10478 -2.11026 1.77793 -0.21 0.11 -0.32
H -0.43719 -0.55009 2.41317 -0.74 0.08 0.61
H 1.09121 -1.28629 2.90617 0.12 0.43 0.00
H 1.03681 -2.02453 -0.39213 -0.60 0.04 0.36
H 1.83215 -0.86343 -2.37111 -0.47 -0.55 0.02
H 2.03148 1.61960 -2.32503 0.51 -0.28 -0.12
H 1.80187 2.73314 -0.12703 0.34 0.62 -0.34
H 1.35648 1.57549 1.86220 -0.46 0.34 0.36
C -2.08303 -0.40273 -1.20556 0.69 1.09 -0.41
C -2.30733 0.32659 0.11140 -0.62 0.41 1.32
H -1.11373 -0.30926 -1.68416 0.45 0.51 0.47
H -2.14310 -1.47558 -1.08441 -0.85 -0.19 -0.23
H -2.71809 0.10428 -1.93275 -0.55 -0.98 -0.19
H -2.83749 -0.34054 0.79839 0.17 -0.02 0.09
H -2.97302 1.19511 0.07959 -0.20 -0.16 -0.73
H -1.49768 0.77780 0.68483 0.64 -0.60 -0.40
```
Forces are in eV/Å.

## Properties
E_HOMO = -9.08 eV
Total energy = -351.2966 Ha
Total charge = 0
Energy above the lowest of the compared OMol25 structures with the same formula, charge and spin = 21.0 kcal per mole
2S+1 = 1

4.
Molecular formula: C9H14
Method: DFT, ωB97M-V/def2-TZVPD

The geometry in XYZ format:
```
23
Properties=species:S:1:pos:R:3:forces:R:3
C -0.83953 -2.43519 3.09620 0.15 -0.34 0.50
C -0.26842 -2.00881 1.76624 -0.87 0.43 0.56
C 1.05415 -2.27660 1.44189 -0.26 -0.16 0.44
C 1.66367 -1.66544 0.35664 -0.50 -0.37 0.08
C 0.89576 -0.81482 -0.42552 1.11 0.22 0.04
C -0.43333 -0.58398 -0.14325 -0.36 -0.29 -0.38
C -1.04255 -1.18153 0.95503 0.71 -0.26 -1.18
H -0.03678 -2.63031 3.80635 0.13 0.26 0.08
H -1.42776 -3.34595 3.15696 -0.20 -0.26 -0.64
H -1.47938 -1.65590 3.50787 0.11 0.10 0.00
H 1.51961 -2.98727 2.11711 0.56 0.17 -0.24
H 2.68451 -1.88053 0.07594 0.09 0.02 0.13
H 1.42192 -0.30994 -1.22767 -0.39 0.01 -0.21
H -1.00268 -0.02205 -0.87113 -0.15 0.19 0.26
H -2.11565 -1.10903 1.02050 -0.14 0.20 0.62
C -0.17580 3.76431 -2.73246 -0.02 -1.04 -0.09
C -0.00477 2.45995 -1.90628 0.09 0.90 -0.43
H -0.20301 4.62209 -2.08295 -0.11 0.43 0.03
H 0.65017 3.85056 -3.41433 0.52 0.32 -0.23
H -1.04640 3.72962 -3.38482 -0.26 0.14 0.29
H 0.98861 2.06070 -2.07009 0.12 -0.28 -0.06
H -0.74475 1.71997 -2.18975 -0.03 -0.13 0.16
H -0.05759 2.70015 -0.85245 -0.29 -0.27 0.28
```
Forces are in eV/Å.

## Properties
E_HOMO = -8.99 eV
Total energy = -351.3105 Ha
Total charge = 0
Energy above the lowest of the compared OMol25 structures with the same formula, charge and spin = 12.4 kcal per mole
2S+1 = 1

5.
Molecular formula: C9H14
Method: DFT, ωB97M-V/def2-TZVPD

The geometry in XYZ format:
```
23
Properties=species:S:1:pos:R:3:forces:R:3
C 0.22805 2.08772 -0.13838 -1.78 2.37 -1.35
C -0.78141 1.17564 0.45545 0.46 -0.80 0.55
C -0.66644 -0.23291 0.23161 -2.37 0.72 0.32
C -1.66446 -1.05667 0.74998 -0.04 0.07 1.02
C -2.55512 -0.58675 1.77029 0.93 -0.96 -1.86
C -2.63687 0.75656 1.92951 -0.42 2.47 0.56
C -1.80912 1.67825 1.26606 0.50 -2.31 -0.83
H -0.27227 3.09368 -0.32079 0.41 -0.96 0.32
H 0.50963 1.82100 -1.14806 0.51 -0.49 -0.05
H 1.05547 2.35611 0.47319 0.89 -0.33 0.56
H -0.01684 -0.70133 -0.48477 0.21 0.63 -0.12
H -1.75919 -2.07036 0.34892 0.20 0.14 0.55
H -3.19958 -1.26542 2.29365 -0.31 -0.18 0.02
H -3.38772 1.27861 2.53572 0.07 -0.84 0.14
H -2.06426 2.71124 1.30192 0.27 0.69 0.17
C 2.42171 -1.46819 -2.16562 -0.79 -1.52 -0.22
C 2.27014 -1.33505 -0.63348 4.08 0.89 0.50
H 1.64899 -2.10228 -2.70959 1.03 -0.08 1.19
H 2.19697 -0.57594 -2.69136 0.43 1.41 -0.21
H 3.43089 -1.82527 -2.39273 -0.36 0.12 -0.38
H 3.30928 -1.65688 -0.06255 -2.78 0.06 -1.44
H 1.41459 -1.82540 -0.24911 -0.37 -0.45 0.68
H 2.32754 -0.25633 -0.35984 -0.78 -0.66 -0.12
```
Forces are in eV/Å.

## Properties
E_HOMO = -8.93 eV
Total energy = -351.2776 Ha
Total charge = 0
Energy above the lowest of the compared OMol25 structures with the same formula, charge and spin = 33.0 kcal per mole
2S+1 = 1

6.
Molecular formula: C9H14
Method: DFT, ωB97M-V/def2-TZVPD

The geometry in XYZ format:
```
23
Properties=species:S:1:pos:R:3:forces:R:3
C -1.46390 3.53476 0.65150 0.69 0.54 0.39
C -1.01326 2.17175 1.10983 -0.81 -0.10 -0.47
C -1.01950 1.83869 2.45449 0.18 -0.55 0.57
C -0.70138 0.54172 2.86756 0.73 0.47 -0.20
C -0.35758 -0.42669 1.93667 0.00 0.12 0.09
C -0.38352 -0.10926 0.58316 -0.86 -0.29 -0.03
C -0.75432 1.16477 0.17637 0.75 0.20 0.24
H -1.77513 3.56455 -0.39133 -0.29 -0.20 0.11
H -0.64950 4.26957 0.71704 0.03 -0.18 0.05
H -2.23105 3.91697 1.32929 -0.17 -0.07 -0.33
H -1.25689 2.55821 3.23555 -0.02 0.12 -0.31
H -0.57066 0.33416 3.92180 -0.34 -0.06 0.05
H -0.05988 -1.40706 2.28664 -0.08 -0.06 -0.15
H -0.30945 -0.89884 -0.15796 0.46 0.11 0.03
H -0.72566 1.41710 -0.87660 -0.26 -0.05 -0.05
C 1.28424 -3.10677 -3.04864 -0.42 0.84 -1.52
C 2.00772 -2.52730 -1.86178 1.03 -0.12 0.20
H 1.60793 -2.66560 -4.00665 0.25 -0.04 0.34
H 1.39175 -4.16771 -3.18578 0.17 -0.52 0.25
H 0.21266 -2.88474 -3.08206 0.01 -0.14 0.53
H 3.08935 -2.41100 -2.00211 -0.04 -0.40 -0.43
H 1.94033 -3.20886 -1.01206 -0.38 0.45 0.28
H 1.73770 -1.49839 -1.64491 -0.62 -0.08 0.36
```
Forces are in eV/Å.

## Properties
E_HOMO = -9.03 eV
Total energy = -351.3165 Ha
Total charge = 0
Energy above the lowest of the compared OMol25 structures with the same formula, charge and spin = 8.6 kcal per mole
2S+1 = 1

| no. | frontier orbital gap (eV) |
| --- | --- |
| 1 | 9.88 |
| 2 | 9.72 |
| 3 | 10.15 |
| 4 | 10.02 |
| 5 | 9.93 |
| 6 | 10.04 |